one:
Density functional theory data (ωB97M-V/def2-TZVPD) for 2 unconnected molecules or ions with the total composition C3H4S2.

Each line ends with the Mulliken charge.
Element x y z (Å)
C (-1.379, -0.028, -0.881)  -0.201
C (-0.746, 0.041, 0.416)  -0.168
C (1.810, 0.142, 0.596)  -0.583
S (-1.805, -1.451, 0.383)  -0.167
S (-1.878, 1.433, -0.006)  -0.158
H (-1.181, -0.369, -1.935)  0.405
H (2.191, -0.221, -0.352)  0.264
H (1.477, -0.662, 1.261)  0.295
H (1.512, 1.116, 0.520)  0.313

Results
M = 104.2 g/mol
E_LUMO = -1.78 eV
frontier orbital gap = 0.2476 hartree

---

two:
Density functional theory data (ωB97M-V/def2-TZVPD) for a single C3H4S2 molecule.

Each line ends with the Mulliken charge.
Element x y z (Å)
C (0.241, 0.778, 0.541)  -0.526
S (0.553, 1.716, -1.025)  -0.182
C (0.468, -0.395, -1.495)  -0.280
S (1.748, -1.226, -0.675)  -0.100
C (0.164, -0.601, -0.064)  -0.355
H (-0.694, 1.095, 0.998)  0.326
H (1.066, 0.911, 1.240)  0.288
H (0.015, -0.672, -2.423)  0.440
H (-0.532, -1.332, 0.325)  0.389

Results
M = 104.2 g/mol
E_LUMO = 0.19 eV
frontier orbital gap = 0.3248 hartree
SMILES string = C1S[C@H]2S[C@@H]12

---

Most stable: two (next structure +110.8 kcal/mol)

---

one:
Density functional theory data (ωB97M-V/def2-TZVPD) for 2 unconnected molecules or ions with the total composition C3H4S2.

Each line ends with the Mulliken charge.
Element x y z (Å)
C (-0.642, 0.449, 1.072)  -0.473
C (-0.824, 0.028, -0.146)  -0.393
C (0.367, -1.544, -0.818)  0.085
S (-0.116, -3.077, -0.561)  -0.207
S (1.663, -0.907, -1.616)  -0.092
H (-1.317, 1.093, 1.537)  0.303
H (-0.096, 0.008, 1.898)  0.279
H (-1.431, 0.304, -0.990)  0.367
H (2.315, -1.964, -1.399)  0.132

Results
M = 104.2 g/mol
E_LUMO = -0.14 eV
frontier orbital gap = 0.3014 hartree

---

two:
Density functional theory data (ωB97M-V/def2-TZVPD) for a single C3H4S2 molecule.

Each line ends with the Mulliken charge.
Element x y z (Å)
C (-0.658, -1.030, -0.146)  -0.947
C (-0.405, 0.478, 0.163)  0.502
S (-1.511, 1.673, -0.177)  -0.173
C (0.987, 0.883, 0.355)  -0.388
S (2.486, 0.187, 0.624)  -0.150
H (0.267, -1.384, -0.576)  0.323
H (-1.472, -1.067, -0.898)  0.293
H (-0.866, -1.716, 0.645)  0.286
H (1.172, 1.975, 0.010)  0.253

Results
M = 104.2 g/mol
E_LUMO = -2.23 eV
frontier orbital gap = 0.2551 hartree
SMILES string = CC(=S)C=S

---

three:
Density functional theory data (ωB97M-V/def2-TZVPD) for a single C3H4S2 molecule.

Each line ends with the Mulliken charge.
Element x y z (Å)
C (0.558, -0.917, 0.373)  -0.649
C (-0.400, 0.288, 0.453)  -0.021
C (-0.177, 1.399, -0.403)  -0.394
S (-0.033, -1.596, -1.208)  -0.288
S (-1.280, 0.479, -1.204)  -0.012
H (1.467, -0.505, 0.282)  0.397
H (0.314, -1.566, 1.175)  0.311
H (-1.209, 0.467, 1.229)  0.374
H (0.760, 1.950, -0.696)  0.283

Results
M = 104.2 g/mol
E_LUMO = -0.17 eV
frontier orbital gap = 0.2957 hartree

---

Most stable: two (next structure +32.9 kcal/mol)

---

one:
Density functional theory data (ωB97M-V/def2-TZVPD) for a single C3H4S2 molecule.

Each line ends with the Mulliken charge.
Element x y z (Å)
C (-1.825, -0.197, -0.639)  -0.514
C (-1.060, -0.450, 0.386)  -0.101
S (0.487, 0.725, 0.615)  -0.122
C (2.222, 0.634, 0.317)  -0.156
S (2.860, -0.660, -0.482)  -0.238
H (-2.745, -0.828, -0.756)  0.210
H (-1.765, 0.523, -1.428)  0.301
H (-0.974, -1.218, 1.249)  0.322
H (2.802, 1.472, 0.737)  0.296

Results
M = 104.2 g/mol
E_LUMO = -0.25 eV
frontier orbital gap = 0.3015 hartree
SMILES string = C=CSC=S

---

two:
Density functional theory data (ωB97M-V/def2-TZVPD) for a molecular structure, C3H4S2.

Each line ends with the Mulliken charge.
Element x y z (Å)
C (0.241, 0.059, 0.586)  0.451
C (0.584, 0.084, 1.862)  -0.761
C (-0.633, -0.145, -1.747)  -0.570
S (0.957, 0.973, -0.767)  -0.147
S (-1.048, -0.892, -0.152)  -0.112
H (0.071, -0.543, 2.568)  0.234
H (1.371, 0.711, 2.236)  0.253
H (-1.342, 0.576, -2.124)  0.326
H (-0.201, -0.823, -2.462)  0.327

Results
M = 104.2 g/mol
E_LUMO = -0.42 eV
frontier orbital gap = 0.2918 hartree

---

three:
Density functional theory data (ωB97M-V/def2-TZVPD) for a single C3H4S2 molecule.

Each line ends with the Mulliken charge.
Element x y z (Å)
C (-1.489, 0.958, 0.078)  -0.596
C (-1.420, -0.304, -0.277)  -0.110
S (0.319, -1.202, -0.098)  -0.151
C (2.212, -0.597, 0.026)  0.006
S (2.868, 0.750, -0.257)  -0.228
H (-2.349, 1.643, 0.229)  0.229
H (-0.663, 1.431, 0.461)  0.263
H (-2.015, -1.107, -0.619)  0.336
H (2.536, -1.571, 0.457)  0.251

Results
M = 104.2 g/mol
E_LUMO = -0.41 eV
frontier orbital gap = 0.3077 hartree
SMILES string = C=CSC=S

---

four:
Density functional theory data (ωB97M-V/def2-TZVPD) for 2 unconnected molecules or ions with the total composition C3H4S2.

Each line ends with the Mulliken charge.
Element x y z (Å)
C (-0.152, 1.684, 0.605)  0.564
C (0.114, 0.592, 0.173)  -0.563
C (0.360, -0.675, -0.354)  -0.622
S (0.849, -0.797, -2.061)  -0.138
S (-0.513, -2.055, 0.302)  -0.151
H (-0.317, 2.645, 0.995)  0.506
H (2.277, -0.806, 0.424)  0.106
H (-0.394, -0.706, -2.559)  0.151
H (-0.836, -1.465, 1.465)  0.147

Results
M = 104.2 g/mol
E_LUMO (spin up / spin down) = -3.10 / -1.13 eV
frontier orbital gap (spin up / spin down) = 0.1980 / 0.2702 hartree

---

Most stable: two (next structure +27.4 kcal/mol)

---

one:
Density functional theory data (ωB97M-V/def2-TZVPD) for 2 unconnected molecules or ions with the total composition C6H14O.

Each line ends with the Mulliken charge.
Element x y z (Å)
C (-0.149, 1.598, -0.661)  -0.984
C (-0.075, 0.326, -0.357)  0.686
C (-0.466, -0.708, -1.413)  -1.312
C (0.248, -0.100, 1.038)  -0.816
C (1.640, -0.651, 1.252)  -0.293
C (2.603, 0.367, 0.591)  -1.181
H (-0.043, 1.843, -1.658)  0.331
H (-0.262, 2.495, -0.065)  0.310
H (-1.182, -0.255, -2.122)  0.367
H (0.321, -1.170, -1.914)  0.334
H (-1.040, -1.563, -0.932)  0.286
H (-0.549, -0.752, 1.461)  0.375
H (0.110, 0.804, 1.624)  0.361
H (1.978, -1.565, 0.715)  0.258
H (1.805, -0.702, 2.342)  0.294
H (3.643, 0.486, 0.883)  0.383
H (2.390, 1.423, 0.815)  0.307
H (2.501, 0.378, -0.483)  0.293
O (-4.196, -0.744, -0.113)  -0.630
H (-4.470, -1.507, -0.661)  0.317
H (-4.806, -0.003, -0.342)  0.314

Results
M = 102.2 g/mol
E_LUMO = 0.79 eV
frontier orbital gap = 0.3557 hartree
SMILES string = C=C(C)CCC.O

---

two:
Density functional theory data (ωB97M-V/def2-TZVPD) for a single C6H14O molecule.

Each line ends with the Mulliken charge.
Element x y z (Å)
C (2.176, -1.477, -0.190)  -0.703
O (1.356, -0.691, -1.035)  -0.311
C (0.792, 0.558, -0.661)  -0.976
C (-0.578, 0.413, 0.030)  2.085
C (-1.129, 1.795, 0.390)  -1.820
C (-1.526, -0.300, -0.943)  -1.654
C (-0.380, -0.421, 1.297)  -1.596
H (1.718, -1.876, 0.725)  0.346
H (3.096, -0.964, 0.118)  0.295
H (2.415, -2.355, -0.792)  0.248
H (0.636, 1.094, -1.609)  0.366
H (1.474, 1.173, -0.051)  0.374
H (-0.478, 2.310, 1.108)  0.409
H (-2.120, 1.702, 0.852)  0.401
H (-1.232, 2.435, -0.495)  0.394
H (-1.038, -1.180, -1.375)  0.354
H (-1.810, 0.366, -1.767)  0.380
H (-2.444, -0.624, -0.441)  0.390
H (0.340, -1.197, 1.093)  0.281
H (-1.284, -0.939, 1.620)  0.378
H (0.015, 0.176, 2.126)  0.359

Results
M = 102.2 g/mol
E_LUMO = 0.91 eV
frontier orbital gap = 0.3867 hartree
SMILES string = COCC(C)(C)C

---

three:
Density functional theory data (ωB97M-V/def2-TZVPD) for a single C6H14O molecule.

Each line ends with the Mulliken charge.
Element x y z (Å)
C (-3.680, 0.269, 0.220)  -1.201
C (-2.398, -0.521, -0.028)  -0.213
C (-1.161, 0.362, -0.009)  -0.569
O (-0.020, -0.459, 0.052)  -0.261
C (1.185, 0.264, -0.010)  -0.586
C (2.345, -0.714, -0.079)  -0.198
C (3.693, 0.001, -0.121)  -1.210
H (-3.745, 1.154, -0.423)  0.319
H (-4.565, -0.344, 0.027)  0.352
H (-3.729, 0.610, 1.259)  0.318
H (-2.270, -1.282, 0.750)  0.263
H (-2.452, -1.053, -0.984)  0.266
H (-1.202, 1.032, 0.868)  0.291
H (-1.117, 1.006, -0.907)  0.302
H (1.290, 0.925, 0.870)  0.299
H (1.189, 0.913, -0.903)  0.305
H (2.215, -1.339, -0.970)  0.260
H (2.295, -1.385, 0.788)  0.264
H (3.856, 0.597, 0.784)  0.324
H (3.755, 0.679, -0.981)  0.326
H (4.518, -0.713, -0.203)  0.348

Results
M = 102.2 g/mol
E_LUMO = 1.18 eV
frontier orbital gap = 0.4022 hartree
SMILES string = CCCOCCC

---

four:
Density functional theory data (ωB97M-V/def2-TZVPD) for 2 unconnected molecules or ions with the total composition C6H14O.

Each line ends with the Mulliken charge.
Element x y z (Å)
C (1.127, -1.480, 1.605)  -0.917
C (0.168, -0.560, 1.627)  -0.088
C (-0.926, -0.462, 0.602)  -0.453
C (-0.952, 0.844, -0.190)  -0.421
O (-2.097, 0.798, -1.008)  -0.303
C (-2.248, 1.934, -1.816)  -0.712
H (1.196, -2.210, 0.799)  0.303
H (1.938, -1.488, 2.329)  0.336
H (0.180, 0.194, 2.416)  0.295
H (-1.905, -0.556, 1.089)  0.287
H (-0.839, -1.290, -0.110)  0.215
H (-0.996, 1.718, 0.483)  0.314
H (-0.042, 0.955, -0.806)  0.278
H (-2.345, 2.853, -1.216)  0.289
H (-3.163, 1.798, -2.400)  0.249
H (-1.399, 2.058, -2.507)  0.290
C (3.153, 0.007, -0.123)  -0.907
H (3.741, -0.796, 0.332)  0.281
H (3.709, 0.944, -0.088)  0.348
H (2.909, -0.262, -1.153)  0.240
H (2.230, 0.125, 0.437)  0.076

Results
M = 102.2 g/mol
E_LUMO = 1.05 eV
frontier orbital gap = 0.3907 hartree
SMILES string = C=CCCOC.C

---

Most stable: three (next structure +10.7 kcal/mol)

---

one:
Density functional theory data (ωB97M-V/def2-TZVPD) for 2 unconnected molecules or ions with the total composition C6H14O.

Each line ends with the Mulliken charge.
Element x y z (Å)
C (-1.278, -0.807, -0.999)  -0.960
C (-0.267, -0.828, -0.082)  0.531
C (1.080, -1.361, -0.413)  -0.522
C (1.380, -2.339, -1.599)  -1.303
C (-0.213, 0.231, 1.062)  -0.335
C (-1.434, 0.676, 1.777)  -1.265
H (-1.086, -1.230, -2.004)  0.219
H (-2.248, -0.351, -0.958)  0.308
H (1.720, -0.494, -0.515)  0.341
H (1.397, -1.672, 0.546)  0.438
H (0.532, -3.062, -1.700)  0.329
H (1.306, -1.829, -2.597)  0.307
H (2.335, -2.860, -1.478)  0.357
H (0.488, -0.270, 1.690)  0.326
H (0.345, 1.133, 0.705)  0.217
H (-1.698, 1.705, 1.516)  0.290
H (-2.299, 0.051, 1.595)  0.373
H (-1.223, 0.840, 2.829)  0.350
O (0.462, 4.113, 0.612)  -0.636
H (-0.128, 4.725, 0.197)  0.311
H (0.827, 3.629, -0.185)  0.326

Results
M = 102.2 g/mol
E_LUMO = 0.66 eV
frontier orbital gap = 0.3533 hartree
SMILES string = C=C(CC)CC.O

---

two:
Density functional theory data (ωB97M-V/def2-TZVPD) for a molecular structure, C6H14O.

Each line ends with the Mulliken charge.
Element x y z (Å)
C (0.720, -0.228, -2.483)  -1.423
O (1.084, -1.484, -0.702)  -0.616
C (0.212, -1.381, 0.265)  -0.712
C (-0.245, 0.186, 0.654)  1.809
C (-1.400, 0.002, 1.635)  -1.815
C (0.976, 0.852, 1.281)  -1.628
C (-0.642, 0.830, -0.585)  -1.150
H (0.365, 0.620, -3.080)  0.356
H (0.324, -1.174, -2.828)  0.345
H (1.794, -0.232, -2.356)  0.342
H (0.610, -1.650, 1.263)  0.376
H (-0.749, -1.916, 0.096)  0.350
H (-2.281, -0.429, 1.146)  0.443
H (-1.693, 0.956, 2.088)  0.405
H (-1.100, -0.678, 2.443)  0.375
H (1.840, 0.744, 0.616)  0.363
H (1.230, 0.379, 2.236)  0.387
H (0.810, 1.920, 1.470)  0.411
H (0.071, 0.180, -1.427)  0.610
H (-0.261, 1.827, -0.803)  0.394
H (-1.666, 0.677, -0.930)  0.378

Results
M = 102.2 g/mol
E_LUMO (spin up / spin down) = -0.59 / -0.59 eV
frontier orbital gap (spin up / spin down) = 0.2883 / 0.2884 hartree

---

Most stable: one (next structure +69.6 kcal/mol)